(1)
Density functional theory data (the ωB97M-V functional and the def2-TZVPD basis) for C4H9NO as an isolated structure in a non-equilibrium geometry.

The geometry in XYZ format:
```
15
Properties=species:S:1:pos:R:3:forces:R:3:mulliken_charge:R:1
O -0.585 1.441 -1.300 -2.167 -1.348 3.964 -0.429
N 0.317 -0.914 0.426 -1.606 -0.273 -0.780 -0.320
C 0.527 1.279 -0.556 7.479 0.242 -1.786 -0.282
C -0.969 -1.316 -0.211 -0.026 0.000 1.190 -1.063
C -0.007 -0.445 1.791 1.033 -0.671 -0.528 -0.822
C 1.174 0.025 -0.302 -3.030 0.398 0.727 -0.265
H 0.963 -0.417 2.308 -0.622 0.150 0.348 0.293
H -0.874 -1.168 -1.267 -0.252 -0.481 -0.610 0.411
H 1.089 2.207 -0.369 0.012 -0.101 -0.767 0.361
H -0.418 0.549 1.703 -0.377 0.568 0.620 0.404
H 1.857 -0.499 -0.965 1.285 0.953 0.806 0.333
H -0.745 -1.120 2.277 0.667 0.319 -0.279 0.296
H -1.878 -0.761 0.165 0.773 0.205 -0.385 0.385
H -1.196 -2.326 0.128 0.047 -0.332 -0.569 0.298
H -0.714 0.900 -0.336 -3.215 0.371 -1.952 0.398
```
Forces are in eV/Å.

Summary:
* HOMO energy: -7.766 eV

(2)
Density functional theory data (the ωB97M-V functional and the def2-TZVPD basis) for C38H38F18GeN4O3SbSiTi as an isolated structure in a non-equilibrium geometry.

The geometry in XYZ format:
```
105
Properties=species:S:1:pos:R:3:forces:R:3:mulliken_charge:R:1
Sb -3.366 -9.819 14.732 -0.874 -0.219 1.788 2.441
Ge -0.004 -11.480 23.008 -0.129 0.711 -0.024 0.314
Ti 0.403 -12.754 13.525 -0.662 0.269 1.445 1.428
Si 1.652 -13.044 22.105 0.108 0.425 -0.062 0.623
F 4.879 -13.704 11.884 -0.994 0.743 0.856 -0.266
F 4.041 -11.977 13.004 0.410 -0.570 -0.245 -0.182
F 2.204 -14.522 15.849 1.091 0.271 -0.725 -0.200
F 3.164 -15.675 11.921 0.454 0.040 1.122 -0.246
F -2.768 -8.728 13.312 0.008 -0.129 -0.003 -0.561
F -4.377 -8.452 15.658 1.041 -0.851 -0.864 -0.561
F -1.732 -9.427 15.664 -0.814 -0.137 -0.354 -0.566
F -0.985 -14.102 13.870 -0.850 0.045 1.468 -0.502
F -4.918 -10.293 13.734 0.890 0.014 0.146 -0.556
F 2.390 -16.328 13.845 1.389 0.743 -0.309 -0.227
F -2.269 -11.323 13.954 -0.476 0.515 0.394 -0.735
F -1.613 -15.145 15.922 0.061 0.522 -0.774 -0.138
F -2.870 -13.538 15.209 1.876 -0.808 0.149 -0.110
F 4.381 -14.765 15.680 -0.368 -0.146 0.185 -0.222
F 3.514 -12.770 15.594 -0.414 -1.267 -0.251 -0.281
F 4.593 -16.222 13.522 -1.676 1.394 -0.250 -0.216
F 5.629 -13.271 13.854 -2.206 0.110 -0.705 -0.263
F -3.920 -11.076 16.095 0.622 0.606 -0.856 -0.569
O -0.672 -12.928 17.479 -1.032 -0.623 -4.869 -0.454
O 0.199 -12.260 15.460 -2.209 -1.899 -0.295 -0.756
O 2.000 -13.554 13.379 2.869 -1.446 -0.433 -0.516
N 0.773 -11.313 9.347 0.514 0.197 -0.559 -0.038
N -1.279 -10.605 10.322 -0.839 -1.237 1.140 0.156
N 0.808 -9.552 11.017 -0.237 0.718 0.054 0.074
N 0.416 -11.794 11.625 -1.670 -1.518 1.863 0.636
C 0.981 -10.520 12.069 1.061 0.297 -2.423 -0.936
C -1.065 -11.625 11.394 -0.463 0.553 -0.377 -0.278
C 3.249 -14.139 13.695 0.012 1.570 0.627 0.737
C 0.351 -10.516 24.734 0.994 -1.314 -0.485 0.081
C 0.994 -12.288 10.393 -0.058 -0.824 -1.435 -0.697
C -3.511 -13.808 23.312 0.403 -0.022 -1.162 -0.546
C -0.757 -9.561 26.610 -0.880 0.302 0.757 -0.376
C -1.646 -13.940 15.455 -1.448 0.491 0.471 0.734
C 0.244 -7.762 20.916 -0.405 0.047 0.873 -0.692
C -4.107 -11.638 24.106 -1.279 0.437 0.558 -0.524
C -0.689 -12.949 16.229 3.132 1.841 2.729 0.601
C 3.407 -15.594 13.267 -1.300 -2.402 -1.634 0.550
C -0.833 -10.316 20.471 -1.112 0.862 -0.841 -0.113
C 1.702 -14.597 23.148 1.164 0.321 0.477 -1.481
C 0.133 -8.494 26.620 0.536 -0.614 -0.293 -0.706
C -0.537 -8.003 19.766 0.187 0.013 0.686 -0.439
C 5.789 -12.433 22.175 -0.670 -1.661 0.176 -0.676
C 5.936 -11.100 21.878 2.032 -0.347 0.182 -0.287
C -1.093 -9.244 19.533 0.126 -1.895 0.160 -0.735
C 4.887 -10.266 21.642 -1.950 0.235 -0.700 -0.721
C -2.280 -13.301 22.840 -0.423 -0.123 0.547 -0.253
C -0.694 -11.133 9.109 1.917 0.370 0.528 -0.525
C 4.495 -12.997 22.232 0.755 0.362 -0.100 -0.223
C 1.422 -10.044 9.797 0.754 -1.376 -0.077 -0.760
C -4.445 -12.978 23.911 0.015 0.554 -0.172 -0.582
C -0.209 -10.040 21.695 0.259 0.462 -0.261 -0.007
C -2.855 -11.177 23.787 -0.082 1.130 -0.681 -0.200
C 1.087 -13.676 20.443 -0.485 -0.927 -0.512 -1.016
C 1.414 -9.616 24.946 -0.210 -0.297 -0.698 -0.753
C -1.924 -11.969 23.153 1.268 -2.406 -0.242 0.594
C 3.628 -10.840 21.569 -1.420 -1.001 1.199 -0.041
C 0.271 -8.748 21.946 1.206 1.313 -1.045 0.311
C 3.374 -12.237 21.946 0.032 1.934 -0.488 0.153
C 4.461 -13.239 13.095 1.536 -0.761 0.261 0.531
C 3.334 -14.087 15.231 0.089 1.499 1.354 0.449
C -0.566 -10.646 25.754 -0.464 0.383 0.338 -0.422
C 1.337 -8.644 25.889 -1.968 0.466 1.327 -0.320
C -0.643 -9.374 10.766 0.952 -0.002 -0.544 -0.806
H 1.467 -9.341 8.972 -0.576 0.367 0.115 0.278
H -2.671 -10.106 23.822 0.166 -0.112 0.521 0.374
H 0.472 -10.217 12.928 -0.857 0.783 1.609 0.668
H 0.800 -14.734 23.693 -0.848 0.101 0.694 0.377
H 1.680 -14.542 20.085 0.024 0.307 0.542 0.512
H 0.063 -14.101 20.597 0.538 0.518 -0.421 0.253
H 2.105 -7.943 26.080 0.835 0.564 -0.162 0.448
H -4.844 -10.894 24.504 0.600 -0.923 -0.368 0.330
H 0.501 -13.280 10.096 0.771 1.257 0.566 0.267
H -1.119 -9.090 11.694 -0.215 0.598 -0.020 0.432
H 1.124 -12.997 19.590 -0.432 0.297 0.248 0.220
H 2.305 -9.602 24.354 0.235 -0.327 -0.665 0.467
H -5.470 -13.302 24.077 0.306 -0.153 0.268 0.359
H 2.489 -10.284 10.002 -0.546 0.078 -0.022 0.347
H -1.455 -12.626 11.119 0.084 0.586 -0.277 0.407
H -1.061 -12.142 8.945 -0.451 0.120 -0.482 0.419
H -3.774 -14.829 23.055 -0.042 0.020 0.126 0.371
H 1.712 -15.415 22.461 0.335 -0.735 -0.515 0.440
H -0.639 -8.635 9.955 -0.783 0.038 0.378 0.401
H 0.777 -6.782 21.076 -0.865 -1.095 -0.189 0.325
H -1.281 -11.326 20.303 0.537 0.909 -0.037 0.308
H 6.922 -10.689 21.776 0.502 0.081 0.258 0.356
H -1.664 -9.385 18.567 0.603 -0.115 1.408 0.355
H -1.706 -9.580 27.196 1.066 0.239 -0.192 0.319
H 4.421 -14.054 22.467 -0.126 0.077 0.117 0.291
H -0.837 -7.239 19.072 0.528 0.461 -0.177 0.430
H -1.562 -11.367 12.362 0.339 0.316 -0.996 -0.022
H 2.068 -12.405 10.537 0.050 -0.295 -0.021 0.189
H 0.803 -8.465 22.888 -0.635 -0.512 -0.921 0.155
H 2.776 -10.169 21.368 0.290 -0.515 0.007 0.277
H -0.026 -7.575 27.168 -0.136 -0.180 0.284 0.408
H -0.799 -10.450 8.248 -0.294 -0.386 0.419 0.296
H 4.978 -9.188 21.455 0.233 -0.602 0.012 0.408
H 2.036 -10.662 12.260 0.389 -0.031 0.207 0.165
H 6.601 -13.167 22.376 -0.274 1.147 -0.272 0.329
H 2.555 -14.699 23.853 -0.527 0.140 -0.433 0.381
H -1.192 -11.528 25.912 -0.091 0.407 -0.620 0.517
H -1.637 -13.959 22.203 -0.428 0.627 0.897 0.014
```
Forces are in eV/Å.

Summary:
* expectation value of S²: 0.752
* multiplicity: 2
* HOMO energy (spin up / spin down): -8.225 / -8.225 eV

(3)
Density functional theory data (the ωB97M-V functional and the def2-TZVPD basis) for an isolated ion of composition C8H14N2O2PS and charge +1 in a non-equilibrium geometry.

The geometry in XYZ format:
```
28
Properties=species:S:1:pos:R:3:forces:R:3:mulliken_charge:R:1
S 3.851 -0.146 -0.255 0.339 -0.757 -0.268 -0.045
P 1.051 -2.362 -0.395 0.626 0.336 -0.269 0.183
O -1.582 -1.494 -0.519 0.754 1.674 -0.200 -0.608
O -2.321 0.596 -0.329 0.886 2.137 0.136 -0.337
N 1.003 -0.569 -0.297 4.609 3.401 -0.319 -0.109
N 1.739 1.604 -0.542 2.968 0.668 -0.768 0.022
C -0.022 0.285 -0.486 -0.534 0.818 0.191 0.035
C -1.390 -0.272 -0.474 -0.079 -2.831 0.370 0.734
C 4.889 1.344 -0.165 -0.733 -0.956 -0.283 -0.896
C 2.287 0.429 -0.355 -4.781 -3.911 0.211 0.193
C -3.673 0.194 -0.458 -1.113 0.394 -0.655 -0.221
C 0.831 -2.755 1.376 -3.727 -0.012 -1.195 -0.904
C 0.396 1.579 -0.602 -2.711 1.815 -0.187 -0.279
C -4.120 -0.531 0.784 2.991 -1.721 -1.438 -0.984
H -3.255 -1.270 0.955 -1.775 0.794 0.279 0.248
H 2.446 -2.117 -0.383 0.135 -0.846 0.075 -0.109
H 1.612 -3.214 1.858 2.334 0.081 1.503 0.406
H -3.645 -0.472 -1.352 -0.879 0.789 0.422 0.338
H 0.209 -1.939 1.778 1.155 0.055 0.599 0.289
H -4.148 0.194 1.528 -0.473 0.848 1.775 0.349
H 2.355 2.348 -0.934 -1.091 -0.416 0.823 0.303
H 5.560 1.205 -1.016 0.630 0.121 0.826 0.364
H -5.020 -1.051 0.576 -0.930 -0.394 0.240 0.352
H -4.200 1.199 -0.501 0.367 -1.496 -0.785 0.256
H -0.126 2.584 -0.641 0.381 -1.888 -0.115 0.435
H 0.074 -3.552 1.487 0.028 0.004 -0.737 0.344
H 5.178 1.271 0.879 1.015 0.618 -0.357 0.338
H 4.338 2.233 -0.369 -0.393 0.678 0.127 0.302
```
Forces are in eV/Å.

Summary:
* total charge: +1
* HOMO energy: -12.163 eV

(4)
Density functional theory data (the ωB97M-V functional and the def2-TZVPD basis) for a 21-piece molecular cluster, C19H62N4O21 overall in a non-equilibrium geometry.

The geometry in XYZ format:
```
106
Properties=species:S:1:pos:R:3:forces:R:3:mulliken_charge:R:1
O 5.633 5.672 -2.810 -0.079 0.091 0.318 -0.628
O 4.733 -5.771 0.717 -0.179 0.048 0.236 -0.711
O -2.182 -7.990 -1.964 0.275 0.220 -0.296 -0.642
O -0.067 3.435 -5.327 -0.342 -0.011 0.235 -0.660
O -4.824 -3.792 4.778 0.050 -0.569 0.148 -0.626
O 3.099 4.050 -2.875 -0.334 0.150 -0.130 -0.715
O -4.650 -5.303 -5.754 0.381 0.061 -0.096 -0.625
O -6.201 -4.015 -1.791 0.002 -0.144 0.192 -0.674
O -5.076 6.900 2.274 -0.197 -0.308 -0.038 -0.629
O 6.003 0.401 -2.196 0.241 -0.643 -0.054 -0.598
O 6.472 3.285 0.787 0.688 0.127 -0.064 -0.632
O 0.518 8.184 -1.852 -0.005 0.168 -0.369 -0.586
O -2.997 -3.611 2.693 0.137 -0.677 -0.173 -0.671
O -2.770 1.761 3.739 0.326 1.169 -2.486 -0.557
O -3.259 -4.883 -2.721 0.172 -0.015 0.269 -0.611
O -2.833 4.948 1.740 0.189 0.040 0.309 -0.693
O 3.751 -3.154 0.073 -0.071 0.047 -0.513 -0.613
O -7.582 -4.316 -4.231 -0.046 0.263 -0.435 -0.658
O 4.367 1.807 -3.882 0.153 0.145 -0.410 -0.655
O 4.718 3.985 2.762 0.067 0.789 -0.205 -0.593
O 1.718 -7.171 0.194 0.310 0.329 -0.278 -0.633
N 0.258 2.211 3.481 0.327 0.420 -2.814 0.086
N 0.192 3.479 -1.850 -0.200 2.947 5.568 -0.235
N 0.249 4.397 1.362 -0.396 -0.963 -7.462 -0.490
N 1.076 -3.562 -2.407 -2.811 1.466 4.873 -0.465
C 1.625 2.740 3.863 1.927 0.466 0.862 -0.316
C 0.206 4.909 -1.392 -0.019 -2.964 2.066 -0.014
C -0.603 -4.543 -0.330 1.790 4.115 -1.038 -0.631
C 0.176 0.164 1.606 0.334 2.614 -1.108 0.023
C -3.051 0.989 2.520 -0.872 -0.532 -1.522 -0.210
C 0.234 5.327 0.181 0.140 -2.005 0.172 -0.405
C 0.151 -1.912 -0.468 -0.360 -0.308 0.163 0.436
C 2.884 1.782 3.432 0.714 -0.083 0.419 -0.803
C -2.552 -0.572 2.551 -1.203 0.078 1.294 -0.235
C 0.193 2.985 0.852 0.210 -1.847 0.450 0.868
C 1.023 -2.194 -1.817 -2.409 -3.074 2.061 -0.644
C 0.138 -0.324 0.046 0.167 3.868 -0.686 0.477
C -1.304 -0.888 3.564 0.233 -1.531 -0.024 -0.620
C 0.213 1.780 2.006 -0.141 -1.368 -2.355 -0.435
C -0.730 -3.033 0.379 3.275 -1.484 -4.942 0.883
C 0.181 -0.900 2.850 0.405 1.688 0.594 -0.556
C 0.320 -4.615 -1.668 -0.855 1.064 1.200 -0.227
C 0.126 0.890 -1.101 0.237 -0.560 3.275 -0.900
C 0.162 2.509 -0.703 0.190 -0.641 0.009 -0.076
H 6.959 3.695 1.517 -0.217 -0.164 -0.106 0.312
H 1.614 -1.311 -2.360 -1.461 -2.259 1.414 0.297
H -4.425 6.185 2.208 -0.192 0.110 -0.229 0.348
H 5.176 -0.007 -2.493 0.174 0.351 0.049 0.312
H -7.451 -4.616 -5.143 0.112 -0.051 0.289 0.317
H -5.903 6.492 1.978 0.317 0.183 0.132 0.312
H 2.966 3.575 -3.709 0.182 -0.076 0.160 0.330
H -1.249 -0.211 4.517 -0.418 -1.014 -2.181 0.365
H -4.845 -4.631 5.263 -0.112 0.355 -0.079 0.310
H -2.397 -0.909 1.442 -0.033 0.646 2.127 -0.024
H 0.271 6.496 0.423 -0.088 -2.921 -0.587 0.308
H 0.129 0.569 -2.247 -0.095 1.033 2.775 0.364
H 1.660 2.838 5.053 -0.269 -0.294 -2.565 0.338
H 6.653 -0.314 -2.262 -0.175 0.265 0.143 0.297
H 5.657 5.846 -1.857 0.002 -0.115 -0.376 0.303
H 4.790 2.361 -3.208 -0.120 -0.174 -0.049 0.361
H -1.476 -2.000 3.965 0.328 2.398 -0.793 0.245
H -0.958 3.088 -5.480 0.340 0.118 0.024 0.308
H -0.043 3.609 -4.374 0.021 -0.163 -0.109 0.344
H -2.605 2.711 3.401 -0.575 -2.236 0.833 0.330
H -2.347 -4.326 2.627 -0.143 0.109 0.083 0.271
H 2.244 3.979 -2.426 0.263 -0.013 -0.054 0.320
H 4.665 4.950 2.686 -0.010 -0.322 0.071 0.270
H -2.125 4.775 1.101 -0.186 0.062 0.161 0.257
H -1.153 -5.493 0.139 1.491 2.224 -1.330 0.281
H -3.824 -4.019 2.396 0.072 0.182 -0.168 0.330
H 0.206 5.774 -2.206 -0.004 -2.289 2.009 0.135
H -0.421 3.023 3.560 1.099 -1.386 -0.141 0.424
H 1.860 3.825 3.447 -0.606 -2.233 0.633 0.177
H 4.849 3.686 1.850 0.017 -0.097 0.124 0.391
H 0.372 -5.701 -2.166 -0.018 2.738 1.100 0.355
H 2.837 0.692 3.917 -0.196 2.360 -1.236 0.274
H -4.162 -4.894 -5.023 -0.099 -0.156 -0.001 0.322
H -3.971 -4.501 -2.185 -0.090 -0.079 -0.040 0.319
H 7.166 2.986 0.180 -0.405 0.000 0.042 0.282
H -2.460 -4.727 -2.195 -0.108 0.228 -0.210 0.296
H -3.956 -5.602 -6.360 -0.305 0.100 0.206 0.295
H 0.465 9.149 -1.928 0.002 -0.321 0.083 0.296
H -4.230 0.964 2.360 2.410 0.067 0.302 0.330
H -6.334 -4.491 -2.625 -0.254 0.155 -0.051 0.348
H -2.410 5.501 2.414 0.055 -0.182 -0.211 0.358
H -2.235 -7.025 -2.040 -0.271 -0.265 -0.091 0.323
H 0.649 7.884 -2.764 0.036 0.191 0.259 0.307
H 4.327 -3.932 0.045 -0.023 -0.075 0.183 0.342
H 3.519 -3.000 -0.856 -0.008 0.002 0.346 0.294
H -2.051 -8.290 -2.876 -0.115 0.086 0.331 0.308
H 3.048 1.717 2.256 -0.591 0.026 2.572 0.093
H -2.598 1.464 1.530 -0.752 -0.626 2.256 0.088
H -7.635 -3.352 -4.307 0.038 -0.295 0.102 0.327
H 4.757 -5.596 1.670 0.038 -0.063 -0.289 0.331
H 3.877 2.273 3.861 -2.362 -1.018 -0.917 0.349
H -3.477 -1.208 2.958 2.103 1.405 -0.878 0.259
H 0.590 -1.966 2.593 -0.979 2.149 0.042 0.395
H -7.056 -4.087 -1.341 0.379 0.005 -0.153 0.316
H 5.075 1.635 -4.521 -0.231 0.020 0.264 0.307
H 3.842 -6.117 0.564 0.172 -0.166 0.068 0.378
H 0.931 -0.455 3.666 -1.594 -0.971 -1.952 0.090
H 1.665 -6.206 0.118 -0.209 -0.142 -0.010 0.264
H -3.999 -3.834 4.272 -0.031 0.286 0.222 0.422
H 4.742 5.325 -2.962 0.016 -0.078 0.103 0.358
H -1.348 -2.816 1.349 1.325 -0.262 -2.213 -0.401
H 1.849 -7.471 -0.718 -0.070 0.003 0.295 0.334
```
Forces are in eV/Å.

Summary:
* HOMO energy: -8.301 eV